Entry 1:
An isolated ion of composition C8H18N3 and charge +1 in a non-equilibrium geometry, computed with wB97M-V/def2-TZVPD.

Structure (XYZ):
```
29
Properties=species:S:1:pos:R:3:forces:R:3
C 2.4926 -0.4088 2.6902 -1.0 -0.5 -1.0
C 1.5198 -1.3251 2.6849 3.1 2.5 -1.3
C 1.3130 -2.2694 1.6225 -0.7 -3.9 -0.1
C 0.1035 -2.0648 0.7173 -2.9 -0.9 2.2
C 0.2888 -0.7519 0.0644 3.3 -0.4 -1.8
N -0.7173 -0.4428 -0.9147 -0.2 4.4 1.1
C -0.4315 -1.0381 -2.1486 -0.2 0.1 -1.9
N -0.4010 1.1313 -1.3415 -0.6 1.8 0.3
N -1.1607 2.3400 -1.2058 -0.3 -0.2 -0.1
C -1.0134 3.5775 -1.6669 2.3 -4.6 0.1
C -2.3267 2.1059 -0.3677 -0.3 -3.5 -0.4
H 2.5445 0.4461 3.3073 0.0 0.3 1.3
H 3.1484 -0.3519 1.8733 1.1 -0.1 -1.1
H 0.9395 -1.2265 3.4939 -2.9 -0.4 2.7
H 1.3066 -3.3136 2.0799 -0.5 1.1 -0.5
H 2.1025 -2.3693 0.9322 1.7 0.4 -0.5
H -0.1004 -2.8972 0.0180 0.4 0.3 0.5
H -0.8320 -1.9646 1.4472 1.5 -0.4 -1.7
H 0.3599 -0.1228 0.9010 -0.2 1.7 0.5
H 1.4008 -0.7579 -0.4474 -2.4 0.2 1.0
H 0.5328 -0.6544 -2.5995 -0.5 -1.3 0.5
H -0.5899 -2.0940 -1.9484 0.8 -0.3 -0.5
H -1.2157 -0.7357 -2.8264 -0.2 -0.1 -0.4
H 0.4633 1.2690 -1.8509 0.0 0.0 0.0
H -1.7717 4.2856 -1.6842 -1.4 0.9 0.8
H -0.1046 3.7792 -2.1696 0.7 0.2 -0.6
H -1.9643 1.4250 0.4499 -0.6 1.4 -0.2
H -2.8635 2.9922 -0.1911 -0.2 1.1 0.9
H -3.0230 1.4368 -0.9193 0.4 0.3 0.1
```
Forces are in eV/Å.

DFT total energy, eV: -13045.493
Structure (SMILES): C=CCCCN(C)N[N+](=C)C
Total charge: +1
Orbital gap, eV: 7.99
Energy above the lowest of the compared OMol25 structures with the same formula, charge and spin, kcal/mol: 134.5
Maximum force, eV Å⁻¹: 5.14

Mulliken charges, unit e, in atom order: atom 1 (C): -0.788, atom 2 (C): -0.307, atom 3 (C): -0.739, atom 4 (C): -0.438, atom 5 (C): -0.446, atom 6 (N): -0.039, atom 7 (C): -0.854, atom 8 (N): -0.371, atom 9 (N): 0.159, atom 10 (C): -0.058, atom 11 (C): -0.782, atom 12 (H): 0.325, atom 13 (H): 0.294, atom 14 (H): 0.458, atom 15 (H): 0.329, atom 16 (H): 0.377, atom 17 (H): 0.327, atom 18 (H): 0.234, atom 19 (H): 0.388, atom 20 (H): 0.227, atom 21 (H): 0.386, atom 22 (H): 0.344, atom 23 (H): 0.303, atom 24 (H): 0.258, atom 25 (H): 0.244, atom 26 (H): 0.258, atom 27 (H): 0.254, atom 28 (H): 0.328, atom 29 (H): 0.331

Entry 2:
An isolated ion of composition C2HN4 and charge +1 in a non-equilibrium geometry, computed with wB97M-V/def2-TZVPD.

Structure (XYZ):
```
7
Properties=species:S:1:pos:R:3:forces:R:3
N 0.0980 0.6388 2.5429 0.1 0.3 0.7
C -0.0202 0.2373 1.4761 -0.2 -0.3 -0.6
C -0.1154 -0.3991 0.2363 1.3 -0.1 -1.2
N -1.1523 -0.9435 -0.4458 0.2 -0.7 2.0
N -0.6623 -0.1727 -1.3409 -0.9 1.9 -3.7
N 0.6253 -0.0657 -1.0840 0.0 -1.8 2.7
H 1.2269 0.7048 -1.3846 -0.5 0.6 0.1
```
Forces are in eV/Å.

DFT total energy, eV: -8035.345
Structure (SMILES): N#C[C@@]12N=[N+]1N2
Total charge: +1
Orbital gap, eV: 9.47
Energy above the lowest of the compared OMol25 structures with the same formula, charge and spin, kcal/mol: 125.1
Maximum force, eV Å⁻¹: 4.23

Mulliken charges, unit e, in atom order: atom 1 (N): -0.044, atom 2 (C): 0.000, atom 3 (C): 0.748, atom 4 (N): -0.131, atom 5 (N): 0.151, atom 6 (N): -0.060, atom 7 (H): 0.335

Entry 3:
A 3-piece molecular cluster, C32H37BrF7N2O8S overall in a non-equilibrium geometry, computed with wB97M-V/def2-TZVPD.

Structure (XYZ):
```
88
Properties=species:S:1:pos:R:3:forces:R:3
C -8.1774 0.6739 -0.3860 0.5 0.2 -0.3
C -6.9071 0.8056 -0.8461 -0.4 -0.1 0.3
C -5.7498 -0.0305 -0.4114 -0.2 -0.9 -1.6
O -5.0464 -0.6687 -1.1528 0.1 0.0 0.3
O -5.5270 0.0724 0.9210 -0.7 0.0 0.3
C -5.4640 -1.1873 1.6158 0.8 -0.5 -0.2
C -4.0592 -1.7600 1.6355 0.2 -0.4 0.6
C -3.0850 -0.9298 2.4697 0.2 0.2 -0.9
C -1.6241 -1.3157 2.1870 -0.3 0.3 0.6
C -1.3582 -2.8143 2.2313 0.1 -0.1 -0.7
C 0.1431 -3.2067 2.0456 -0.2 0.2 1.0
C 1.0090 -2.0555 1.6388 -0.3 -0.4 -0.5
N 1.6281 -1.4707 2.6432 0.1 0.1 -0.2
N 2.3761 -0.4327 2.3507 -0.2 0.5 -0.4
C 2.5433 0.1184 1.1634 -0.4 -0.4 0.1
Br 3.6935 1.5645 1.1435 0.2 0.2 -0.1
C 1.8868 -0.4364 0.0339 0.1 -0.4 -0.5
C 2.0291 0.2366 -1.3099 0.1 0.8 0.4
C 0.8344 1.1735 -1.5029 -0.1 0.0 -0.2
C -0.1338 0.9332 -2.4695 -0.1 -0.3 -0.3
C -1.2324 1.7596 -2.6059 -0.3 0.3 0.1
C -1.4173 2.8678 -1.7852 0.2 0.0 0.0
C -2.6305 3.7449 -1.9052 0.0 -0.6 0.1
C -0.4308 3.1257 -0.8420 -0.1 0.1 0.1
C 0.6714 2.3020 -0.7046 0.0 0.0 0.2
C 1.1398 -1.5771 0.2978 0.7 0.1 0.4
S 0.3190 -2.4758 -1.0427 -1.7 0.3 -0.8
O -1.0609 -2.5999 -0.6947 0.3 -0.4 0.7
O 0.5777 -1.9201 -2.3289 0.9 -0.1 0.3
C 1.1217 -4.1851 -1.1117 0.4 0.1 -0.5
F 1.7930 -4.2228 -2.2705 -0.1 0.0 0.1
F 2.0333 -4.3221 -0.1326 -0.3 0.0 0.2
C 0.1289 -5.3840 -1.1346 0.3 -0.7 0.5
F -0.7354 -5.3458 -0.1091 0.0 0.3 -0.2
F 0.8958 -6.4806 -0.9434 0.0 0.1 -0.1
C -0.6261 -5.5813 -2.4880 0.0 -0.2 -0.2
F 0.1512 -6.2644 -3.3273 -0.1 0.2 0.1
F -0.9307 -4.4073 -3.0420 0.0 -0.1 0.2
F -1.7358 -6.2782 -2.2701 0.2 0.2 0.0
H -8.7189 -0.2648 -0.4504 0.5 -0.4 1.6
H -8.6826 1.5425 0.0249 -0.8 0.3 -1.6
H -6.6972 1.5440 -1.6178 0.5 1.1 1.1
H -5.7900 -1.0251 2.6412 -0.2 0.3 -0.1
H -6.1280 -1.9129 1.1456 -0.2 0.1 -0.1
H -3.6743 -1.9062 0.6265 -0.1 0.2 -0.1
H -4.1183 -2.7627 2.0734 -0.2 0.0 0.0
H -3.1868 0.0996 2.1173 -0.1 0.1 0.3
H -3.3124 -0.9549 3.5354 -0.1 -0.1 0.0
H -1.3748 -0.8729 1.2202 0.1 -0.2 -0.1
H -1.0061 -0.8114 2.9380 0.1 0.0 0.0
H -1.7456 -3.2209 3.1648 0.2 0.0 0.1
H -1.9001 -3.3131 1.4331 -0.2 0.1 0.0
H 0.2798 -4.0630 1.4013 -0.2 0.0 -0.2
H 0.5052 -3.5102 3.0274 0.2 0.0 -0.1
H 2.8958 -0.0305 3.1440 0.3 -0.4 0.3
H 2.9267 0.8502 -1.2643 0.1 0.0 -0.1
H 2.1514 -0.4557 -2.1312 -0.2 -0.1 0.1
H -0.0559 0.0940 -3.1431 0.1 -0.1 0.1
H -1.9913 1.5442 -3.3472 0.1 -0.1 -0.1
H -3.4844 3.2027 -1.4919 -0.1 0.1 0.1
H -2.5031 4.6673 -1.3476 0.0 0.2 -0.2
H -2.8626 3.9289 -2.9519 0.0 0.3 0.0
H -0.5181 3.9928 -0.2008 0.0 0.1 0.0
H 1.3957 2.5761 0.0488 0.1 -0.1 0.0
O -1.2700 7.5040 -2.7298 -0.1 -0.1 0.0
C -0.1433 7.1136 -2.7418 0.0 0.3 0.0
O 0.2732 6.0800 -1.9605 0.1 -0.1 0.0
C 1.6900 5.8938 -2.0990 0.2 0.0 -0.1
C 2.0494 6.5257 -3.4388 0.0 0.1 0.0
C 1.0275 7.6572 -3.5383 0.2 -0.5 -0.1
H 2.1864 6.3874 -1.2598 0.0 0.0 0.0
H 1.9096 4.8281 -2.0631 -0.1 0.0 0.1
H 3.0858 6.8518 -3.4942 0.0 0.0 0.1
H 1.8791 5.8081 -4.2424 0.0 0.0 0.0
H 1.3767 8.5725 -3.0587 -0.1 0.0 0.0
H 0.7278 7.8668 -4.5606 -0.1 0.2 0.1
O 4.3149 -0.4441 4.2360 0.0 0.1 0.1
C 5.2009 -1.0739 3.7152 0.0 -0.2 0.1
O 5.3393 -1.0806 2.3790 -0.1 0.0 -0.3
C 6.3783 -2.0000 1.9755 0.4 -0.2 0.1
C 7.2557 -2.1425 3.2169 -0.1 0.0 0.1
C 6.2398 -1.9664 4.3507 0.3 0.2 -0.3
H 5.9119 -2.9401 1.6767 0.0 0.0 0.1
H 6.9115 -1.5852 1.1246 -0.1 0.1 0.0
H 7.8001 -3.0826 3.2479 -0.1 0.0 0.0
H 7.9830 -1.3312 3.2498 0.0 0.0 0.0
H 5.7645 -2.9097 4.6245 -0.1 0.0 0.1
H 6.6607 -1.4957 5.2343 -0.1 -0.1 0.1
```
Forces are in eV/Å.

DFT total energy, eV: -153034.870
Total charge: +1
Orbital gap, eV: 5.46
Maximum force, eV Å⁻¹: 1.86

Mulliken charges, unit e, in atom order: atom 1 (C): -0.628, atom 2 (C): -0.556, atom 3 (C): 0.877, atom 4 (O): -0.523, atom 5 (O): -0.284, atom 6 (C): -0.986, atom 7 (C): -0.072, atom 8 (C): -0.970, atom 9 (C): -0.182, atom 10 (C): -0.767, atom 11 (C): -0.822, atom 12 (C): 0.073, atom 13 (N): -1.099, atom 14 (N): 0.520, atom 15 (C): 0.456, atom 16 (Br): -0.059, atom 17 (C): -0.105, atom 18 (C): -2.397, atom 19 (C): 1.306, atom 20 (C): -0.056, atom 21 (C): -0.959, atom 22 (C): 1.049, atom 23 (C): -1.593, atom 24 (C): -1.130, atom 25 (C): -0.452, atom 26 (C): 0.516, atom 27 (S): 1.618, atom 28 (O): -0.543, atom 29 (O): -0.701, atom 30 (C): 0.398, atom 31 (F): -0.263, atom 32 (F): -0.251, atom 33 (C): 0.693, atom 34 (F): -0.208, atom 35 (F): -0.290, atom 36 (C): 0.652, atom 37 (F): -0.241, atom 38 (F): -0.185, atom 39 (F): -0.238, atom 40 (H): 0.284, atom 41 (H): 0.258, atom 42 (H): 0.348, atom 43 (H): 0.480, atom 44 (H): 0.399, atom 45 (H): 0.149, atom 46 (H): 0.311, atom 47 (H): 0.394, atom 48 (H): 0.383, atom 49 (H): 0.123, atom 50 (H): 0.392, atom 51 (H): 0.705, atom 52 (H): 0.237, atom 53 (H): 0.017, atom 54 (H): 0.544, atom 55 (H): 0.461, atom 56 (H): 0.822, atom 57 (H): 0.550, atom 58 (H): 0.514, atom 59 (H): 0.444, atom 60 (H): 0.293, atom 61 (H): 0.341, atom 62 (H): 0.415, atom 63 (H): 0.329, atom 64 (H): 0.213, atom 65 (O): -0.573, atom 66 (C): 0.443, atom 67 (O): -0.260, atom 68 (C): -0.152, atom 69 (C): -0.615, atom 70 (C): -0.420, atom 71 (H): 0.251, atom 72 (H): 0.127, atom 73 (H): 0.359, atom 74 (H): 0.284, atom 75 (H): 0.255, atom 76 (H): 0.305, atom 77 (O): -0.683, atom 78 (C): 0.516, atom 79 (O): -0.248, atom 80 (C): -0.459, atom 81 (C): -0.529, atom 82 (C): -0.433, atom 83 (H): 0.256, atom 84 (H): 0.328, atom 85 (H): 0.357, atom 86 (H): 0.274, atom 87 (H): 0.275, atom 88 (H): 0.334

Entry 4:
One molecule with the formula C3H4O3 in a non-equilibrium geometry, computed with wB97M-V/def2-TZVPD.

Structure (XYZ):
```
10
Properties=species:S:1:pos:R:3:forces:R:3
C -1.6346 0.5697 -0.2775 -0.8 1.2 0.2
C -0.1971 0.8809 0.2722 -0.4 -3.2 -4.6
C 0.6901 -0.3075 0.0909 -0.7 -1.8 -0.3
O -2.1348 -0.6155 -0.2481 2.5 -1.2 1.2
O 1.8068 0.0971 -0.5906 -0.5 -1.0 1.0
O 0.3530 -1.4910 0.3516 1.5 3.0 -0.6
H 0.2249 1.6345 -0.3802 -0.3 0.4 0.0
H -0.0849 1.2003 1.2040 -0.4 1.4 4.3
H 2.4548 -0.6152 -0.5734 0.2 -0.4 -0.3
H -1.4784 -1.3533 0.1511 -1.0 1.6 -0.8
```
Forces are in eV/Å.

DFT total energy, eV: -9315.369
Total charge: 0
Orbital gap, eV: 8.72
Energy above the lowest of the compared OMol25 structures with the same formula, charge and spin, kcal/mol: 76.8
Maximum force, eV Å⁻¹: 5.65

Mulliken charges, unit e, in atom order: atom 1 (C): -0.344, atom 2 (C): -0.393, atom 3 (C): 0.611, atom 4 (O): -0.204, atom 5 (O): -0.419, atom 6 (O): -0.666, atom 7 (H): 0.310, atom 8 (H): 0.385, atom 9 (H): 0.358, atom 10 (H): 0.362